[1]
DFT (ωB97M-V with the def2-TZVPD basis set) results for 3 unconnected molecules or ions with the total composition C3H10N4O in a non-equilibrium geometry.

```
18
C3H10N4O, DFT ωB97M-V with the def2-TZVPD basis set
C 0.00360 0.25786 0.24798
C 0.87526 -0.76735 0.93051
C -0.28767 1.51596 1.01547
N -0.90610 -0.07341 -0.71981
N -0.69514 -1.16471 -1.41673
O -1.94716 -0.72586 0.88058
N 1.33167 0.98508 -1.05019
N 1.51542 0.32622 -2.02597
H -2.69558 -0.11596 0.87471
H -0.33835 -1.99555 -0.95475
H -1.39059 -1.32619 -2.12940
H 2.32698 0.64714 -2.60382
H 1.66415 -0.25951 1.48358
H -1.01804 2.12253 0.48373
H -0.67212 1.25811 2.00070
H 1.34508 -1.44121 0.21317
H 0.25859 -1.33501 1.62551
H 0.62999 2.09187 1.14471
```

For the LUMO energy (alpha / beta), the calculation gives 0.24 / 0.30 eV. The value obtained for the energy is -414.36367 Ha. Its frontier orbital gap (alpha / beta) is 7.896 / 7.663 eV. As for the charge: 0. For the relative energy (zero: lowest compared OMol25 entry of this formula, charge and spin), the calculation gives 156.6 kcal per mole.


[2]
DFT (ωB97M-V with the def2-TZVPD basis set) results for a single C3H10N4O molecule.

```
18
C3H10N4O, DFT ωB97M-V with the def2-TZVPD basis set
C -2.71674 -0.15221 -0.03909
N -2.05064 0.57334 0.73239
C -0.81963 0.12786 1.33016
N 0.08268 1.23685 1.56782
N -0.17596 -0.95663 0.60260
O 0.06023 -0.72229 -0.74492
N 1.11269 0.23412 -1.01047
C 2.31731 -0.45529 -1.43307
H -3.62483 0.26168 -0.45602
H -2.44953 -1.16659 -0.32596
H -1.07714 -0.29855 2.31447
H 0.41536 1.60478 0.68049
H -0.41280 1.97606 2.05313
H 0.69246 -1.20844 1.06924
H 0.74361 0.80465 -1.76770
H 2.16343 -1.09670 -2.30704
H 3.06417 0.30260 -1.66203
H 2.67526 -1.06522 -0.60395
```

For the LUMO energy, the calculation gives 1.06 eV. The value obtained for the energy is -414.42676 Ha. Its frontier orbital gap is 10.402 eV. As for the charge: 0. For the relative energy (zero: lowest compared OMol25 entry of this formula, charge and spin), the calculation gives 117.0 kcal per mole. The SMILES is C=N[C@H](N)NONC.


[3]
DFT (ωB97M-V with the def2-TZVPD basis set) results for a molecular structure, C3H10N4O in a non-equilibrium geometry.

```
18
C3H10N4O, DFT ωB97M-V with the def2-TZVPD basis set
C -0.41204 -1.02546 0.47968
C -1.34989 -0.32076 1.41728
C -0.23253 -0.24887 -1.34281
O 0.88772 -0.57714 -1.90777
H -1.15023 -0.67367 -1.76512
H -0.84619 -1.91227 0.02909
H 0.53349 -1.31675 0.92642
H -2.18543 0.13386 0.87435
H -0.84667 0.46736 1.97373
H -1.79297 -1.02470 2.12824
N 1.85234 0.66674 0.74772
N 2.54642 0.07445 -0.12253
N -0.34695 1.14888 -1.00980
N -1.51058 1.59349 -1.06131
H 1.13501 1.22173 0.25008
H 1.93962 -0.24664 -1.17314
H 3.27246 -0.52573 0.27692
H -1.49359 2.56548 -0.72103
```

For the LUMO energy (alpha / beta), the calculation gives -0.86 / -0.86 eV. The value obtained for the energy is -414.37701 Ha. Its frontier orbital gap (alpha / beta) is 7.324 / 7.323 eV. As for the charge: 0. For the relative energy (zero: lowest compared OMol25 entry of this formula, charge and spin), the calculation gives 148.2 kcal per mole.


[4]
DFT (ωB97M-V with the def2-TZVPD basis set) results for a molecular structure, C3H10N4O in a non-equilibrium geometry.

```
18
C3H10N4O, DFT ωB97M-V with the def2-TZVPD basis set
C 1.61197 0.64263 -0.46949
C 2.32067 -0.49423 0.27673
N -2.16744 -0.43776 0.12463
C 0.15773 0.72557 -0.08438
N -2.19850 -1.64332 -0.45265
N -0.15987 1.33798 1.07509
O -3.25495 0.33459 -0.28990
N -0.77634 0.19360 -0.78861
H -3.65231 -0.16515 -1.03101
H -0.70653 -0.76106 -1.30916
H -1.90408 -2.32614 0.24389
H 0.55858 1.64640 1.70491
H -1.10712 1.21149 1.40271
H 2.09515 1.59743 -0.24525
H 1.67848 0.47939 -1.54616
H 2.27200 -0.35296 1.35684
H 1.86043 -1.45327 0.03892
H 3.37213 -0.53520 -0.00713
```

For the LUMO energy, the calculation gives 0.69 eV. The value obtained for the energy is -414.41100 Ha. Its frontier orbital gap is 8.573 eV. As for the charge: 0. For the relative energy (zero: lowest compared OMol25 entry of this formula, charge and spin), the calculation gives 126.9 kcal per mole.


[5]
DFT (ωB97M-V with the def2-TZVPD basis set) results for a molecular structure, C3H10N4O3 in a non-equilibrium geometry.

```
20
C3H10N4O3, DFT ωB97M-V with the def2-TZVPD basis set
C 0.31684 1.68589 -0.97089
C -0.94012 2.22419 -0.30059
C -1.32389 1.42774 0.97665
N 5.07302 -9.77369 -3.32357
N -3.24830 3.84000 3.03341
N -2.56783 1.75259 1.52544
N -2.26201 3.29215 2.40189
O -4.50933 3.78802 2.79936
O -1.08785 3.59884 2.76221
O 6.06928 -10.05125 -4.27455
H 0.60978 2.30350 -1.82165
H 1.14325 1.67258 -0.26139
H 0.15788 0.66719 -1.32670
H -1.78258 2.19356 -0.99667
H -0.78654 3.26337 -0.00417
H -1.39793 0.35932 0.71621
H -0.48548 1.53547 1.69789
H 4.41411 -9.11051 -3.76587
H 5.52521 -9.23086 -2.56759
H -2.91749 4.56188 3.70058
```

For the LUMO energy, the calculation gives 5.06 eV. The value obtained for the energy is -564.72978 Ha. Its frontier orbital gap is 4.695 eV. As for the charge: -2.


[6]
DFT (ωB97M-V with the def2-TZVPD basis set) results for a single C3H10N4O3S molecule in a non-equilibrium geometry.

```
21
C3H10N4O3S, DFT ωB97M-V with the def2-TZVPD basis set
C 1.13035 -1.01214 0.65051
C -1.26651 0.83312 -1.35466
C -1.03391 0.07097 0.04915
N 0.09116 -0.89012 -0.21235
N 2.11621 -1.84509 0.37361
N 1.12722 -0.65816 1.94675
N -0.98034 -0.10680 -2.36159
O -0.77770 1.01071 2.50073
O 0.83024 1.71478 0.82958
O -1.49835 2.58033 0.67696
S -0.61088 1.49087 1.12979
H -2.26745 1.40202 -1.39334
H -0.50320 1.81747 -1.29815
H -1.80683 -0.43329 0.51849
H 2.34925 -1.96959 -0.61934
H 2.88657 -2.11654 0.97162
H 0.38899 0.08951 2.26211
H 2.03212 -0.50592 2.41859
H -0.47059 0.20502 -3.21651
H -1.79826 -0.67491 -2.72214
H 0.06189 -1.00223 -1.14983
```

For the LUMO energy, the calculation gives 0.29 eV. The value obtained for the energy is -963.20125 Ha. Its frontier orbital gap is 9.585 eV. As for the charge: 0. For the relative energy (zero: lowest compared OMol25 entry of this formula, charge and spin), the calculation gives 0.0 kcal per mole.


[7]
DFT (ωB97M-V with the def2-TZVPD basis set) results for 2 unconnected molecules or ions with the total composition C3H10N5 in a non-equilibrium geometry.

```
18
C3H10N5, DFT ωB97M-V with the def2-TZVPD basis set
C -0.71847 -0.73216 -0.93280
C -0.20266 0.39083 1.16924
C -1.00385 0.98832 2.21240
N -0.96307 -0.08541 0.20685
N 0.09803 -1.78598 -1.04724
N -1.54223 -0.37126 -1.91430
N 1.08623 0.62771 1.14815
N 2.27958 -0.37035 -0.95804
H -1.85089 1.28433 1.64589
H -0.55772 1.73633 2.84567
H -1.28958 0.31650 3.02417
H -0.00962 -2.21311 -1.95926
H -2.01144 0.49171 -1.68592
H -1.69164 -0.64611 -2.86909
H 1.41888 1.32626 1.76591
H 1.76407 0.18619 0.28992
H 2.18788 -0.03635 -1.87032
H 3.00650 -1.10744 -1.07123
```

For the LUMO energy (alpha / beta), the calculation gives -5.75 / -7.04 eV. The value obtained for the energy is -393.70606 Ha. Its frontier orbital gap (alpha / beta) is 8.521 / 6.701 eV. As for the charge: +1. For the relative energy (zero: lowest compared OMol25 entry of this formula, charge and spin), the calculation gives 95.3 kcal per mole.


[8]
DFT (ωB97M-V with the def2-TZVPD basis set) results for 3 unconnected molecules or ions with the total composition C3H10N5 in a non-equilibrium geometry.

```
18
C3H10N5, DFT ωB97M-V with the def2-TZVPD basis set
C 2.31996 0.29219 -0.01428
C 3.47635 0.43772 0.89477
C -2.15995 1.64987 0.01497
N 1.36983 1.13886 -0.16883
N 0.48727 1.84204 -0.21161
N -0.85174 -0.29275 0.31725
N -1.06347 0.78311 0.18972
N -2.03206 -1.90268 -0.87635
H 2.39439 -0.43421 -0.80790
H 4.35300 0.86209 0.42250
H 3.86709 -0.55484 1.32795
H 3.15220 1.12266 1.73684
H -2.99090 1.04119 -0.30813
H -2.33369 1.71533 1.16510
H -1.87610 2.53352 -0.58513
H -2.94092 -1.96774 -0.60089
H -1.64173 -2.86514 -0.81090
H -1.97260 -1.56061 -1.81054
```

For the LUMO energy (alpha / beta), the calculation gives -4.50 / -4.50 eV. The value obtained for the energy is -393.66046 Ha. Its frontier orbital gap (alpha / beta) is 8.069 / 8.070 eV. As for the charge: +1. For the relative energy (zero: lowest compared OMol25 entry of this formula, charge and spin), the calculation gives 124.0 kcal per mole.


[9]
DFT (ωB97M-V with the def2-TZVPD basis set) results for a gas-phase ion, C3H10N5 (charge +1) in a non-equilibrium geometry.

```
18
C3H10N5, DFT ωB97M-V with the def2-TZVPD basis set
H 3.33266 -0.63725 0.81929
N 2.57552 -0.73749 0.14258
N 1.49179 -0.24612 0.42127
C 0.39683 -0.48147 -0.57876
C -0.18196 -1.90251 -0.22055
N -0.58452 0.58607 -0.27154
C -1.85901 0.36788 0.39521
N -0.08693 1.79390 -0.07303
N 1.15058 1.92187 -0.20509
H 1.41733 2.90122 -0.22115
H 0.67118 -0.30582 -1.56952
H -0.91508 -1.93543 0.48160
H 0.55188 -2.55317 0.01084
H -0.55974 -2.18958 -1.11136
H -2.37781 1.34168 0.87041
H -2.45672 -0.22530 -0.33197
H -1.84472 -0.17427 1.25664
H -0.72127 2.47577 0.18512
```

For the LUMO energy (alpha / beta), the calculation gives -5.20 / -5.20 eV. The value obtained for the energy is -393.63700 Ha. Its frontier orbital gap (alpha / beta) is 7.501 / 7.500 eV. As for the charge: +1. For the relative energy (zero: lowest compared OMol25 entry of this formula, charge and spin), the calculation gives 138.7 kcal per mole. The SMILES is [H]/N=N/[C@@H](C)N(C)/[NH+]=N/[H].


[10]
DFT (ωB97M-V with the def2-TZVPD basis set) results for a gas-phase ion, C3H10N5 (charge +1) in a non-equilibrium geometry.

```
18
C3H10N5, DFT ωB97M-V with the def2-TZVPD basis set
C 1.75217 0.87489 -0.39176
N 1.11294 -0.05287 0.42667
C 1.43316 -1.43484 0.44007
N 0.40810 -2.27603 -0.27946
N -0.55571 -1.64664 -0.58746
N -0.93021 -0.52910 -0.77422
C -2.12010 0.25533 -0.45965
N -2.75216 -0.09231 0.73373
H 1.85709 0.45726 -1.38250
H 1.14635 1.81022 -0.42655
H 2.92070 1.02864 -0.02070
H 0.90723 0.32116 1.30347
H 1.20496 -1.91964 1.44370
H 2.37570 -1.69086 -0.10879
H -2.63865 0.20199 -1.37614
H -1.65987 1.28142 -0.52480
H -2.95647 -1.03618 0.81174
H -3.52000 0.44827 0.83914
```

For the LUMO energy (alpha / beta), the calculation gives -5.57 / -5.57 eV. The value obtained for the energy is -393.66749 Ha. Its frontier orbital gap (alpha / beta) is 8.651 / 8.650 eV. As for the charge: +1. For the relative energy (zero: lowest compared OMol25 entry of this formula, charge and spin), the calculation gives 119.5 kcal per mole. The SMILES is CNCN=[N+]=NCN.


[11]
DFT (ωB97M-V with the def2-TZVPD basis set) results for 2 unconnected molecules or ions with the total composition C3H10NO in a non-equilibrium geometry.

```
15
C3H10NO, DFT ωB97M-V with the def2-TZVPD basis set
C 1.42800 0.62508 -1.86595
O 1.51386 -0.56042 -1.19535
H 1.33230 1.55137 -1.34664
H 0.88447 1.03116 -2.74779
H 2.35726 0.92251 -2.40481
C -1.08362 -0.51988 -0.32245
N -1.06636 0.33812 0.98553
C -0.47943 -0.39171 2.19839
H -1.88135 -1.22195 0.01590
H -0.22020 -1.18045 -0.56120
H -1.31375 0.12858 -1.21183
H -0.38602 1.07337 0.83521
H -0.61264 -1.49720 2.06152
H 0.67727 -0.28286 2.46307
H -1.14981 -0.01572 3.09638
```

For the LUMO energy, the calculation gives 4.26 eV. The value obtained for the energy is -250.18143 Ha. Its frontier orbital gap is 6.385 eV. As for the charge: -1. For the relative energy (zero: lowest compared OMol25 entry of this formula, charge and spin), the calculation gives 69.0 kcal per mole.


[12]
DFT (ωB97M-V with the def2-TZVPD basis set) results for 2 unconnected molecules or ions with the total composition C3H10NO in a non-equilibrium geometry.

```
15
C3H10NO, DFT ωB97M-V with the def2-TZVPD basis set
N -0.22177 2.34019 2.16095
H 0.75668 2.56621 2.31275
H -0.23980 1.30681 1.87054
H -0.70578 2.61040 2.99388
C -0.27464 0.34285 -0.29196
O -0.43287 -0.12478 0.96395
C -0.31372 -0.76955 -1.37504
C 0.64475 -1.91843 -1.01512
H 0.68984 0.88311 -0.49249
H -1.07795 1.06423 -0.57046
H -0.10925 -0.41076 -2.39518
H -1.30923 -1.23011 -1.44017
H 0.67940 -2.67530 -1.80877
H 0.27411 -2.44722 -0.13628
H 1.64023 -1.53764 -0.77660
```

For the LUMO energy, the calculation gives 4.53 eV. The value obtained for the energy is -250.28319 Ha. Its frontier orbital gap is 7.166 eV. As for the charge: -1. For the relative energy (zero: lowest compared OMol25 entry of this formula, charge and spin), the calculation gives 5.1 kcal per mole.